Entry 1:
# C5H5N

One molecule with the formula C5H5N in a non-equilibrium geometry (ωB97M-V/def2-TZVPD, the Open Molecules 2025 dataset).

Calculated values
HOMO level ... -9.73 eV
Electronic energy ... -6750.781 eV
SMILES ... C#CC(N)C#C
Orbital gap ... 10.63 eV

Each line ends with the Mulliken charge.
Geometry (Å):
1 N 0.377 1.598 -0.422  -0.66
2 H 1.283 1.881 -0.036  0.26
3 C 0.889 -0.660 0.176  -0.67
4 H -0.289 2.385 -0.456  0.23
5 C -0.092 0.409 0.463  0.71
6 C -2.284 -0.866 -0.219  0.02
7 H 2.741 -1.922 -0.419  0.40
8 C -1.330 -0.145 -0.009  -0.74
9 H -3.084 -1.772 -0.419  0.31
10 H -0.016 0.491 1.593  0.20
11 C 1.806 -1.400 -0.252  -0.06

=====

Entry 2:
# C5H5N

One molecule with the formula C5H5N in a non-equilibrium geometry (ωB97M-V/def2-TZVPD, the Open Molecules 2025 dataset).

Calculated values
HOMO level (spin up / spin down) ... -8.62 / -8.62 eV
Electronic energy ... -6751.575 eV
SMILES ... C=C=C=NC=C
Orbital gap (spin up / spin down) ... 7.94 / 7.94 eV

Each line ends with the Mulliken charge.
Geometry (Å):
1 H -2.044 0.044 -3.243  0.28
2 C 0.796 -0.043 1.681  -0.21
3 C 0.537 -0.132 0.436  0.80
4 C 1.441 0.036 2.845  -0.75
5 H -1.788 0.704 -0.774  0.39
6 H -0.164 -0.337 -2.921  0.32
7 N 0.026 -0.308 -0.742  -0.54
8 H 2.397 -0.639 3.094  0.20
9 C -1.166 -0.112 -2.639  -0.67
10 C -1.132 0.115 -1.344  -0.10
11 H 1.096 0.671 3.605  0.27

=====

Entry 3:
# C5H5N

One molecule with the formula C5H5N (ωB97M-V/def2-TZVPD, the Open Molecules 2025 dataset).

Calculated values
HOMO level ... -9.47 eV
Electronic energy ... -6751.287 eV
SMILES ... C1=CC1[C@@H]1C=N1
Orbital gap ... 10.67 eV

Each line ends with the Mulliken charge.
Geometry (Å):
1 C -0.694 -1.489 -0.087  -0.27
2 C -0.057 0.926 0.231  -0.43
3 H -0.393 1.951 0.421  0.40
4 H -0.135 -2.413 0.012  0.31
5 C 0.988 0.695 -0.822  -0.44
6 C 1.388 0.564 0.399  -0.34
7 H 2.145 0.293 1.117  0.36
8 N -1.444 -0.903 -0.902  -0.45
9 C -1.073 -0.177 0.387  0.07
10 H -1.869 -0.094 1.131  0.44
11 H 1.143 0.647 -1.888  0.36

=====

Entry 4:
# C5H5N

One molecule with the formula C5H5N in a non-equilibrium geometry (ωB97M-V/def2-TZVPD, the Open Molecules 2025 dataset).

Calculated values
HOMO level ... -10.53 eV
Electronic energy ... -6753.866 eV
SMILES ... C#CCCC#N
Orbital gap ... 11.25 eV

Each line ends with the Mulliken charge.
Geometry (Å):
1 H 1.343 -0.468 0.695  0.31
2 C -0.506 -1.401 0.255  -0.55
3 C -1.339 -2.266 0.323  0.17
4 H -0.978 1.129 -0.578  0.30
5 H -0.397 1.302 1.075  0.28
6 C 0.908 2.013 -0.388  0.14
7 H 0.866 -0.642 -0.997  0.29
8 H -2.034 -3.067 0.313  0.42
9 C 0.504 -0.388 -0.007  -0.62
10 N 1.724 2.751 -0.746  -0.40
11 C -0.090 1.038 0.056  -0.33

=====

Entry 5:
# C5H5N

One molecule with the formula C5H5N in a non-equilibrium geometry (ωB97M-V/def2-TZVPD, the Open Molecules 2025 dataset).

Calculated values
HOMO level ... -8.78 eV
Electronic energy ... -6752.017 eV
SMILES ... CC1=C[C@@H]1C#N
Orbital gap ... 9.56 eV

Each line ends with the Mulliken charge.
Geometry (Å):
1 C -1.313 -0.086 -0.016  -0.74
2 C -1.265 -1.351 -0.557  0.53
3 C 0.431 0.397 0.544  0.38
4 H 1.410 1.654 -0.709  0.33
5 H 1.254 0.027 -1.173  0.32
6 C -0.575 0.107 1.319  -0.38
7 H -1.938 0.630 -0.480  0.40
8 H -0.763 -0.092 2.380  0.35
9 H 2.465 0.425 0.075  0.27
10 N -1.159 -2.411 -0.986  -0.46
11 C 1.454 0.700 -0.396  -1.00

=====

Entry 6:
# C5H5N

C5H5N as an isolated structure in a non-equilibrium geometry (ωB97M-V/def2-TZVPD, the Open Molecules 2025 dataset).

Calculated values
Multiplicity ... 3
HOMO level (spin up / spin down) ... -7.13 / -9.16 eV
Electronic energy ... -6748.772 eV
Orbital gap (spin up / spin down) ... 7.73 / 7.93 eV

Each line ends with the Mulliken charge.
Geometry (Å):
1 H 2.590 -0.534 2.091  0.26
2 C 1.072 0.224 0.672  0.69
3 H 3.162 0.336 0.427  0.24
4 C -0.331 0.018 1.158  -0.67
5 C -1.941 -0.216 -1.034  -0.96
6 N 0.317 0.766 -0.401  -0.53
7 H -2.434 0.706 -1.314  0.31
8 H -2.615 -0.880 -0.531  0.30
9 C -0.777 -0.003 -0.183  0.83
10 C 2.329 -0.004 1.115  -0.74
11 H -1.371 -0.412 -2.000  0.28

=====

Entry 7:
# C5H5N2

An isolated ion of composition C5H5N2 and charge +1 in a non-equilibrium geometry (ωB97M-V/def2-TZVPD, the Open Molecules 2025 dataset).

Calculated values
HOMO level ... -16.32 eV
Electronic energy ... -8229.363 eV
Orbital gap ... 8.69 eV
Net charge ... +1

Each line ends with the Mulliken charge.
Geometry (Å):
1 H -1.059 1.266 -1.032  0.34
2 H -1.664 -0.270 -1.700  0.32
3 N 1.314 -0.821 0.419  -0.06
4 C -1.176 -0.390 0.501  -0.35
5 H -1.384 0.028 1.452  0.31
6 C -1.717 0.406 -0.758  -1.04
7 C 3.240 0.567 0.096  0.40
8 C 4.044 0.839 1.017  -0.02
9 N 2.796 -0.485 -0.343  0.00
10 H -2.784 0.801 -0.663  0.32
11 C 0.166 -0.551 0.399  0.46
12 H -1.776 -1.390 0.613  0.31

=====

Entry 8:
# C5H5N2

An isolated ion of composition C5H5N2 and charge +1 in a non-equilibrium geometry (ωB97M-V/def2-TZVPD, the Open Molecules 2025 dataset).

Calculated values
HOMO level ... -13.26 eV
Electronic energy ... -8233.613 eV
SMILES ... C#Cc1c[nH]c[nH+]1
Orbital gap ... 8.68 eV
Net charge ... +1

Each line ends with the Mulliken charge.
Geometry (Å):
1 C 0.176 0.346 0.136  0.45
2 H 0.471 3.160 2.996  0.36
3 N 0.263 -1.732 -0.883  -0.06
4 C 0.462 1.660 1.034  -0.46
5 H -1.802 1.009 -0.749  0.29
6 C -0.977 -1.041 -1.289  -0.15
7 N -1.059 0.290 -0.655  -0.08
8 H 0.528 -2.696 -1.187  0.28
9 C 1.083 -0.934 0.041  -0.27
10 H -1.782 -1.472 -1.982  0.37
11 H 2.089 -1.160 0.542  0.38
12 C 0.549 2.570 1.997  -0.11

=====

Entry 9:
# C5H5N2O

An isolated ion of composition C5H5N2O and charge +1 in a non-equilibrium geometry (ωB97M-V/def2-TZVPD, the Open Molecules 2025 dataset).

Calculated values
Multiplicity ... 3
HOMO level (spin up / spin down) ... -14.61 / -16.11 eV
Electronic energy ... -10279.005 eV
Orbital gap (spin up / spin down) ... 8.86 / 5.01 eV
Net charge ... +1

Each line ends with the Mulliken charge.
Geometry (Å):
1 H 0.118 -0.192 -1.341  0.44
2 C 0.606 -1.108 1.115  -0.37
3 N 0.334 -2.218 1.792  -0.02
4 C -0.048 0.589 -0.694  -1.42
5 O -0.844 -4.252 2.674  -0.15
6 N -0.772 1.737 2.411  -0.29
7 H 1.574 -0.842 0.806  0.49
8 C -0.646 0.896 1.641  0.17
9 H -0.868 1.203 -0.816  0.44
10 C -0.401 -0.167 0.621  0.46
11 C -0.358 -3.081 2.303  0.63
12 H 0.883 1.258 -0.780  0.35
13 H -1.228 -0.848 0.540  0.30

=====

Entry 10:
# C5H5N2O3

A 3-piece molecular cluster, C5H5N2O3 overall in a non-equilibrium geometry (ωB97M-V/def2-TZVPD, the Open Molecules 2025 dataset).

Calculated values
HOMO level (spin up / spin down) ... -13.74 / -13.74 eV
Electronic energy ... -14374.812 eV
Orbital gap (spin up / spin down) ... 8.02 / 8.02 eV
Net charge ... +1

Each line ends with the Mulliken charge.
Geometry (Å):
1 O 0.275 0.666 0.408  -0.45
2 H -0.106 -2.441 3.404  0.26
3 C 0.083 2.138 -2.607  -0.61
4 N -1.322 1.448 -0.118  0.39
5 O -1.037 -1.289 -1.824  -0.30
6 H 0.626 -3.000 1.869  0.33
7 C 0.413 -0.262 1.118  0.48
8 H 0.040 2.915 -1.781  0.24
9 C 0.677 -2.289 2.578  -0.62
10 O -1.095 2.533 -0.046  -0.07
11 C -0.810 -0.211 -2.150  0.73
12 H 1.690 -2.207 3.110  0.30
13 H 0.691 2.242 -3.392  0.34
14 N 0.373 -1.272 1.734  -0.06
15 C -0.499 1.029 -2.303  0.05

=====

Entry 11:
# C5H5N2O4S

A 2-piece molecular cluster, C5H5N2O4S overall in a non-equilibrium geometry (ωB97M-V/def2-TZVPD, the Open Molecules 2025 dataset).

Calculated values
HOMO level ... -4.60 eV
Electronic energy ... -27267.571 eV
Orbital gap ... 8.03 eV
Net charge ... -1

Each line ends with the Mulliken charge.
Geometry (Å):
1 O -3.428 1.167 -0.008  -0.79
2 N -0.162 2.099 -0.015  -0.45
3 C 1.952 -0.177 0.537  0.02
4 S 3.255 0.810 0.860  -0.49
5 C -1.222 0.225 0.141  0.61
6 H -0.649 -1.783 0.355  0.31
7 C -1.579 -1.184 0.472  -1.17
8 N -2.152 1.192 -0.048  0.70
9 O 2.394 0.006 -1.728  -0.44
10 H -2.311 -1.553 -0.299  0.29
11 C 0.029 0.836 0.124  0.00
12 O -1.464 2.424 -0.210  -0.19
13 H -2.118 -1.319 1.422  0.30
14 O 0.974 -1.617 -1.052  -0.63
15 H 1.754 -0.861 1.400  0.21
16 C 1.711 -0.700 -0.830  0.45
17 H 3.014 0.433 -1.122  0.27

=====

Entry 12:
# C5H5N3

A 2-piece molecular cluster, C5H5N3 overall in a non-equilibrium geometry (ωB97M-V/def2-TZVPD, the Open Molecules 2025 dataset).

Calculated values
HOMO level ... -8.78 eV
Electronic energy ... -9732.886 eV
SMILES ... N#CC#N.CC#CN
Orbital gap ... 8.89 eV

Each line ends with the Mulliken charge.
Geometry (Å):
1 C -0.576 0.924 0.459  0.59
2 H -1.436 -2.012 1.219  0.26
3 N 1.434 -1.919 -1.134  -0.47
4 H -0.327 2.773 -0.217  0.28
5 H -2.219 -1.641 -0.330  0.27
6 C -1.278 -1.612 0.217  -1.11
7 N 2.128 1.625 -0.481  -0.44
8 H -0.550 -2.244 -0.302  0.30
9 C -0.798 -0.252 0.297  -0.24
10 C 1.849 0.521 -0.658  0.38
11 N -0.309 2.221 0.630  -0.59
12 H 0.504 2.417 1.200  0.31
13 C 1.579 -0.801 -0.898  0.47

=====

- Which of these has the highest electronic energy?
  number 6

=====

- Which of these has the lowest electronic energy?
  C5H5N2O4S